17 unconnected molecules or ions with the total composition C76H134O51 in a non-equilibrium geometry. Source: OMol25; level of theory: the ωB97M-V functional and the def2-TZVPD basis.

Atoms and positions in Å:
C: -5.729 2.078 4.806
O: -5.784 0.696 5.165
C: -4.635 0.126 5.789
C: -3.355 -0.047 4.885
O: -3.427 -0.899 3.722
C: -3.463 -2.247 4.074
C: -3.849 -3.070 2.830
O: -2.958 -2.992 1.762
C: -1.643 -3.535 2.021
H: -6.666 2.240 4.274
H: -4.941 2.249 4.072
H: -5.793 2.795 5.625
H: -4.873 -0.870 6.163
H: -4.419 0.672 6.708
H: -2.511 -0.277 5.535
H: -3.215 0.976 4.535
H: -4.208 -2.433 4.847
H: -2.487 -2.580 4.425
H: -4.731 -2.631 2.363
H: -4.216 -4.003 3.259
H: -1.076 -2.842 2.642
H: -1.168 -3.534 1.040
H: -1.697 -4.557 2.398
C: -3.062 -0.672 -3.238
O: -2.736 -1.978 -2.818
C: -3.552 -2.405 -1.720
C: -3.561 -3.928 -1.469
O: -3.777 -4.641 -2.682
C: -3.784 -6.012 -2.502
C: -3.692 -6.739 -3.851
O: -4.876 -6.531 -4.603
C: -4.925 -7.145 -5.917
H: -3.919 -0.644 -3.911
H: -2.266 -0.311 -3.889
H: -3.251 0.083 -2.474
H: -4.591 -2.199 -1.980
H: -3.470 -1.753 -0.850
H: -4.370 -4.175 -0.781
H: -2.675 -4.188 -0.890
H: -4.727 -6.341 -2.066
H: -2.900 -6.306 -1.937
H: -3.592 -7.789 -3.578
H: -2.836 -6.357 -4.407
H: -4.183 -6.722 -6.594
H: -5.826 -6.956 -6.499
H: -4.827 -8.230 -5.917
C: 2.553 1.141 -3.131
O: 2.682 -0.207 -3.585
C: 1.770 -0.408 -4.675
C: 1.836 -1.924 -5.146
O: 1.602 -2.899 -4.078
C: 0.323 -2.661 -3.493
C: -0.090 -3.682 -2.475
O: 0.735 -3.639 -1.315
C: 0.847 -4.830 -0.617
H: 2.552 1.904 -3.910
H: 3.478 1.389 -2.610
H: 1.663 1.200 -2.504
H: 2.006 0.262 -5.502
H: 0.774 -0.157 -4.309
H: 2.867 -2.028 -5.485
H: 1.244 -2.096 -6.045
H: -0.387 -2.538 -4.310
H: 0.361 -1.720 -2.943
H: -0.059 -4.639 -2.994
H: -1.120 -3.555 -2.140
H: 1.379 -4.733 0.329
H: 1.429 -5.540 -1.205
H: -0.152 -5.155 -0.327
C: -3.162 1.962 1.737
O: -3.890 2.142 0.535
C: -3.418 3.254 -0.307
C: -4.564 3.644 -1.294
O: -4.790 2.592 -2.241
C: -6.054 2.782 -2.897
C: -6.295 1.830 -4.020
O: -5.301 1.732 -5.053
C: -5.535 0.745 -6.037
H: -2.109 2.093 1.489
H: -3.387 0.975 2.142
H: -3.442 2.691 2.497
H: -2.489 2.996 -0.815
H: -3.130 4.097 0.321
H: -4.316 4.599 -1.758
H: -5.485 3.736 -0.718
H: -6.136 3.764 -3.362
H: -6.912 2.709 -2.228
H: -7.296 1.908 -4.443
H: -6.315 0.811 -3.633
H: -6.373 0.894 -6.717
H: -5.643 -0.253 -5.612
H: -4.627 0.706 -6.639
C: 6.255 -4.626 2.581
C: 5.090 -3.928 3.276
C: 4.854 -2.458 2.926
O: 3.483 -2.293 3.008
C: 2.967 -3.527 2.768
O: 1.768 -3.784 2.617
O: 3.954 -4.469 2.713
H: 6.298 -5.690 2.814
H: 7.124 -4.180 3.065
H: 6.167 -4.444 1.510
H: 5.095 -3.972 4.365
H: 5.278 -2.255 1.942
H: 5.358 -1.724 3.555
C: -0.722 0.581 -1.025
C: -0.193 -0.561 -0.063
C: 1.271 -0.506 0.400
O: 1.264 -0.435 1.801
C: -0.055 -0.277 2.211
O: -0.302 -0.181 3.397
O: -0.838 -0.272 1.134
H: -0.546 0.438 -2.092
H: -0.267 1.503 -0.662
H: -1.805 0.676 -0.952
H: -0.504 -1.600 -0.172
H: 1.719 0.380 -0.049
H: 1.810 -1.403 0.094
C: 3.236 2.975 2.799
C: 2.124 3.817 2.291
C: 1.440 3.311 1.060
O: 0.092 3.572 1.330
C: -0.081 3.927 2.641
O: -1.156 4.226 3.127
O: 1.102 3.948 3.235
H: 4.162 2.855 2.237
H: 2.854 1.965 2.941
H: 3.683 3.317 3.733
H: 2.320 4.873 2.108
H: 1.573 2.241 0.897
H: 1.851 3.880 0.226
C: -1.394 -4.780 -6.734
C: -1.924 -3.525 -7.380
C: -3.200 -3.092 -6.723
O: -2.971 -1.738 -6.302
C: -1.680 -1.401 -6.612
O: -1.240 -0.247 -6.398
O: -1.037 -2.449 -7.176
H: -0.344 -4.968 -6.958
H: -1.958 -5.674 -7.000
H: -1.418 -4.651 -5.652
H: -2.111 -3.734 -8.433
H: -3.320 -3.704 -5.829
H: -4.080 -3.241 -7.348
C: 3.373 0.497 5.392
C: 4.543 -0.146 6.198
C: 4.927 0.788 7.378
O: 4.600 0.073 8.526
C: 4.213 -1.195 8.162
O: 3.958 -2.082 8.950
O: 4.020 -1.268 6.836
H: 3.028 -0.151 4.586
H: 3.759 1.424 4.966
H: 2.487 0.764 5.969
H: 5.403 -0.419 5.587
H: 4.290 1.666 7.276
H: 5.983 1.060 7.381
C: 0.429 -1.426 7.919
C: 0.032 -2.167 6.625
C: 1.217 -2.699 5.891
O: 1.027 -4.066 5.690
C: -0.136 -4.418 6.256
O: -0.563 -5.575 6.272
O: -0.652 -3.346 6.897
H: 0.953 -0.485 7.754
H: 1.165 -2.039 8.440
H: -0.454 -1.265 8.538
H: -0.526 -1.513 5.955
H: 2.108 -2.683 6.518
H: 1.500 -2.158 4.988
C: -2.979 3.680 -4.553
C: -2.260 2.572 -5.355
C: -2.268 2.818 -6.846
O: -0.870 2.782 -7.180
C: -0.137 2.734 -6.105
O: 1.067 2.893 -6.047
O: -0.886 2.613 -4.996
H: -2.832 3.471 -3.493
H: -3.987 3.880 -4.916
H: -2.516 4.666 -4.589
H: -2.606 1.571 -5.096
H: -2.788 3.665 -7.294
H: -2.797 1.948 -7.234
C: 4.793 -4.631 -1.534
C: 4.464 -3.438 -2.425
C: 4.240 -2.090 -1.668
O: 5.243 -1.247 -2.274
C: 6.055 -1.972 -3.160
O: 7.013 -1.540 -3.788
O: 5.558 -3.223 -3.301
H: 5.644 -4.363 -0.908
H: 4.993 -5.571 -2.048
H: 3.975 -4.899 -0.864
H: 3.588 -3.656 -3.036
H: 4.348 -2.227 -0.592
H: 3.213 -1.770 -1.842
C: 0.691 5.383 8.170
C: 0.117 4.337 7.162
C: 0.958 3.155 6.995
O: 0.112 2.095 7.233
C: -1.093 2.573 7.762
O: -1.980 1.814 8.112
O: -1.057 3.859 7.798
H: 0.974 4.875 9.093
H: 0.046 6.219 8.442
H: 1.593 5.798 7.722
H: -0.138 4.755 6.188
H: 1.735 3.109 7.758
H: 1.478 3.139 6.038
C: 8.073 1.334 -1.777
C: 7.879 0.896 -0.351
C: 6.479 0.822 0.286
O: 6.581 -0.441 0.966
C: 7.686 -1.055 0.738
O: 7.949 -2.172 1.211
O: 8.402 -0.403 -0.205
H: 7.445 2.182 -2.049
H: 7.783 0.550 -2.477
H: 9.126 1.561 -1.944
H: 8.458 1.543 0.307
H: 5.668 0.782 -0.441
H: 6.452 1.653 0.990
C: 1.935 7.078 -3.707
C: 1.000 5.888 -3.743
C: 1.508 4.578 -3.079
O: 0.524 4.344 -2.063
C: -0.338 5.283 -1.990
O: -1.328 5.349 -1.251
O: -0.090 6.200 -2.958
H: 2.835 6.845 -4.277
H: 2.098 7.417 -2.684
H: 1.431 7.807 -4.341
H: 0.676 5.747 -4.774
H: 2.530 4.669 -2.713
H: 1.600 3.761 -3.795
C: 4.839 7.104 -0.702
C: 5.043 5.765 -1.343
C: 6.415 5.249 -0.951
O: 6.122 3.956 -0.544
C: 4.772 3.788 -0.453
O: 4.157 2.824 -0.118
O: 4.158 4.883 -0.751
H: 3.853 7.454 -1.007
H: 5.618 7.766 -1.079
H: 4.968 7.031 0.378
H: 4.928 5.808 -2.427
H: 6.795 5.776 -0.077
H: 7.099 5.285 -1.799
C: -6.661 -0.455 2.130
C: -6.568 0.274 0.802
C: -5.760 -0.515 -0.264
O: -6.632 -0.459 -1.358
C: -7.877 -0.163 -1.030
O: -8.921 -0.342 -1.716
O: -7.865 0.343 0.244
H: -7.384 -0.001 2.808
H: -5.734 -0.523 2.699
H: -7.058 -1.464 2.018
H: -6.008 1.209 0.809
H: -5.724 -1.581 -0.043
H: -4.752 -0.154 -0.469

Forces on atoms 1 to 3 (eV/Å):
-0.79 -0.89 -0.67
0.35 -0.19 0.18
0.44 -0.81 -0.48

Summary:
ΔE to the lowest compared entry with this formula, charge and spin   0.0 kcal/mol
Molecular weight   1863.86 g mol⁻¹
Kohn-Sham gap   0.317 Ha
DFT total energy   -185401.16236 eV
E_HOMO   -9.0 eV